[1]
Computed, not measured: a single C4H5NS3 molecule, with ωB97M-V/def2-TZVPD.

```
13
Properties=species:S:1:pos:R:3:forces:R:3
S -2.570462 -1.095665 -0.464048 0.1 0.0 0.1
S -0.985740 2.200459 -0.016855 0.0 -0.1 0.0
S 3.240865 -0.496211 -0.197782 -0.2 0.0 0.0
N 0.672796 0.022781 0.148269 0.4 0.2 -0.3
C 1.930189 0.457800 -0.150258 -0.1 -0.4 0.2
C -1.223239 -0.631333 0.654633 -0.3 0.0 0.0
C 0.163511 -1.305429 0.475702 0.1 -0.5 0.0
C -0.545828 0.675216 0.234400 0.1 -0.1 0.1
H -2.855711 -2.254467 0.155157 0.0 0.1 0.0
H 0.638036 -1.726196 1.375476 -0.2 0.1 -0.3
H -1.587355 -0.587389 1.683885 0.1 0.0 -0.1
H 0.220524 -2.027734 -0.361081 0.0 0.5 0.4
H 1.972539 1.521475 -0.319218 -0.1 0.3 -0.1
```
Positions in Å, forces in eV/Å.

Total charge: 0
DFT total energy, hartree: -1404.69851
Energy relative to the best compared isomer or geometry (same formula, charge and spin), eV: 0.940
Gap between HOMO and LUMO, eV: 7.93
HOMO energy, eV: -8.95

---

[2]
Computed, not measured: an isolated ion of composition C5H11NO3P and charge +1 in a non-equilibrium geometry, with ωB97M-V/def2-TZVPD.

```
21
Properties=species:S:1:pos:R:3:forces:R:3
P -1.117980 0.946404 -0.803613 -2.5 1.3 -3.5
O -1.148984 0.689521 -2.294025 0.5 0.0 3.1
O -2.465134 0.310151 -0.050991 2.6 1.0 -0.3
O -1.201649 2.606749 -0.587214 0.5 -2.7 0.7
N 0.489554 0.015784 1.355053 -0.7 -1.4 1.8
C 1.641057 1.144724 -0.544271 -0.1 0.1 0.2
C 0.027586 -1.118089 1.796087 -0.5 -0.1 -2.4
C -0.360798 -1.964691 0.555810 2.0 -1.6 1.5
C 0.466093 0.191567 -0.113006 0.1 1.0 -1.2
C 0.421948 -1.283804 -0.631186 -1.3 -0.3 0.3
H -2.381966 0.395547 0.910888 -0.4 0.1 0.0
H 0.827793 0.675227 2.054892 0.1 0.4 -0.6
H -1.444152 -2.180610 0.451873 0.5 0.7 -0.1
H 1.296273 2.166013 -0.827987 0.1 -0.9 0.2
H -0.761428 2.950136 -1.380732 -0.3 0.2 -0.1
H -0.206744 -1.524248 -1.516329 0.5 1.1 0.3
H 1.422798 -1.673760 -0.908090 -0.4 0.1 0.9
H 2.186051 0.737869 -1.417148 -0.2 0.1 0.7
H 2.299357 1.301006 0.344107 -0.2 -0.3 -0.9
H 0.067241 -2.984271 0.746224 -0.4 0.7 -0.1
H -0.056914 -1.401226 2.859659 0.2 0.4 -0.6
```
Positions in Å, forces in eV/Å.

Total charge: +1
DFT total energy, hartree: -818.74832
Energy relative to the best compared isomer or geometry (same formula, charge and spin), eV: 1.987
Gap between HOMO and LUMO, eV: 9.07
HOMO energy, eV: -14.33

---

Question: Which of these has the highest gap between HOMO and LUMO?
Answer: C5H11NO3P

---

Question: Which of these has the lowest HOMO energy?
Answer: C5H11NO3P

---

Question: Number 1 is which compound?
Answer: C4H5NS3

---

Question: Among the records above, which one has the lowest DFT total energy?
Answer: C4H5NS3